(1)
# C3H5NO

A 2-piece molecular cluster, C3H5NO overall at a distorted geometry (ωB97M-V with the def2-TZVPD basis set, the OMol25 dataset).

* HOMO (spin up / spin down): -8.2 / -7.3 eV
* calculated total energy: -6725.54139 eV
* Kohn-Sham gap (spin up / spin down): 8.7 / 7.6 eV
* lowest unoccupied orbital energy (spin up / spin down): 0.48 / 0.31 eV
* total charge: 0

```
10
C3H5NO | the OMol25 dataset | ωB97M-V with the def2-TZVPD basis set
C -1.71186 -1.00125 -1.03710
C 0.35491 0.08749 0.68684
C 1.50589 0.90701 0.49103
N -0.68250 -0.52485 -1.45397
O -0.46144 -0.22599 1.48049
H -2.30524 -1.52699 -1.67287
H -2.09347 -0.96113 0.08495
H 2.47115 0.31423 0.43326
H 1.33080 1.44633 -0.37791
H 1.59176 1.48515 1.36530
```

Results of the Löwdin charge analysis, in e, for atoms 1 through 4: -0.26, -0.22, -0.03, 0.04

---

(2)
# C3H5NO

One molecule with the formula C3H5NO at a distorted geometry (ωB97M-V with the def2-TZVPD basis set, the OMol25 dataset).

* HOMO (spin up / spin down): -7.3 / -7.5 eV
* calculated total energy: -6725.53604 eV
* Kohn-Sham gap (spin up / spin down): 7.4 / 8.1 eV
* lowest unoccupied orbital energy (spin up / spin down): 0.06 / 0.64 eV
* total charge: 0

```
10
C3H5NO | the OMol25 dataset | ωB97M-V with the def2-TZVPD basis set
C -0.42459 -1.89282 -0.31038
C -0.37888 1.90987 0.18002
N -0.08892 0.67621 0.06255
C 0.98287 -0.09673 0.14643
O 0.73422 -1.40284 -0.05708
H -0.46624 -2.96178 -0.44393
H -1.26444 -1.21328 -0.36830
H -1.42365 2.17740 0.03098
H 0.31029 2.72252 0.41250
H 2.03090 0.08553 0.34642
```

Results of the Löwdin charge analysis, in e, for atoms 1 through 4: -0.02, -0.06, -0.04, -0.20

---

(3)
# C3H5NO

One molecule with the formula C3H5NO at a distorted geometry (ωB97M-V with the def2-TZVPD basis set, the OMol25 dataset).

* SMILES string: N/C=C/C=O
* HOMO: -9.0 eV
* calculated total energy: -6727.83864 eV
* Kohn-Sham gap: 9.5 eV
* lowest unoccupied orbital energy: 0.55 eV
* total charge: 0

```
10
C3H5NO | the OMol25 dataset | ωB97M-V with the def2-TZVPD basis set
N 1.81367 -0.26940 -0.24877
C 0.50356 -0.44529 0.00375
C -0.38506 0.53054 0.05958
C -1.80841 0.25176 -0.06534
O -2.17250 -0.91006 -0.10872
H 2.35906 -1.13010 0.41152
H 2.10672 0.62927 0.07766
H 0.23410 -1.49057 0.12282
H -0.18466 1.62307 -0.14847
H -2.46648 1.21079 -0.10404
```

Results of the Löwdin charge analysis, in e, for atoms 1 through 4: 0.04, -0.26, -0.12, -0.31

---

(4)
# C3H5NO

One molecule with the formula C3H5NO (ωB97M-V with the def2-TZVPD basis set, the OMol25 dataset).

* HOMO: -9.0 eV
* calculated total energy: -6725.20175 eV
* Kohn-Sham gap: 9.4 eV
* lowest unoccupied orbital energy: 0.40 eV
* total charge: 0

```
10
C3H5NO | the OMol25 dataset | ωB97M-V with the def2-TZVPD basis set
C -0.55608 -1.51484 -0.25213
C -0.65599 0.81439 0.47131
N 0.70373 0.94670 0.03278
C 1.33408 -0.09759 -0.26903
O 0.77672 -1.34991 -0.12372
H -1.00402 -0.27063 0.63512
H -0.86492 -0.95206 -1.16772
H -1.34125 1.27711 -0.24233
H -0.77808 1.26553 1.45661
H 2.38580 -0.11868 -0.54090
```

Results of the Löwdin charge analysis, in e, for atoms 1 through 4: 0.04, -0.13, 0.04, -0.21

---

(5)
# C3H5NO

A 2-piece molecular cluster, C3H5NO overall at a distorted geometry (ωB97M-V with the def2-TZVPD basis set, the OMol25 dataset).

* HOMO: -10.9 eV
* calculated total energy: -6728.03739 eV
* Kohn-Sham gap: 11.6 eV
* lowest unoccupied orbital energy: 0.68 eV
* total charge: 0

```
10
C3H5NO | the OMol25 dataset | ωB97M-V with the def2-TZVPD basis set
C 1.49167 -0.84564 -0.34855
C 0.43389 0.06211 0.19187
O 0.33121 1.23592 -0.10497
C -3.34522 0.45235 0.25464
N -2.38388 1.12441 0.25784
H 2.08420 -0.32772 -1.10482
H 1.00995 -1.73094 -0.78025
H 2.13634 -1.19553 0.46636
H -0.30156 -0.40158 0.88056
H -1.46263 1.55064 0.20430
```

Results of the Löwdin charge analysis, in e, for atoms 1 through 4: -0.04, -0.30, 0.01, -0.09

---

(6)
# C3H5NO

One molecule with the formula C3H5NO at a distorted geometry (ωB97M-V with the def2-TZVPD basis set, the OMol25 dataset).

* SMILES string: N#CCCO
* HOMO: -11.0 eV
* calculated total energy: -6728.85570 eV
* Kohn-Sham gap: 11.6 eV
* lowest unoccupied orbital energy: 0.60 eV
* total charge: 0

```
10
C3H5NO | the OMol25 dataset | ωB97M-V with the def2-TZVPD basis set
N 2.51626 -0.93883 0.15278
C 1.63914 -0.23680 0.00356
C 0.47877 0.55971 -0.25296
C -0.76195 0.02927 0.46408
O -1.20624 -1.20206 -0.11041
H 0.57245 1.58279 0.09020
H 0.30099 0.67175 -1.33496
H -0.54609 -0.21108 1.52837
H -1.58665 0.74412 0.49243
H -1.40667 -0.99889 -1.03309
```

Results of the Löwdin charge analysis, in e, for atoms 1 through 4: 0.16, -0.24, -0.18, -0.26

---

(7)
# C3H5NO

One molecule with the formula C3H5NO at a distorted geometry (ωB97M-V with the def2-TZVPD basis set, the OMol25 dataset).

* HOMO (spin up / spin down): -7.4 / -7.5 eV
* calculated total energy: -6725.54956 eV
* Kohn-Sham gap (spin up / spin down): 7.4 / 8.1 eV
* lowest unoccupied orbital energy (spin up / spin down): 0.07 / 0.64 eV
* total charge: 0

```
10
C3H5NO | the OMol25 dataset | ωB97M-V with the def2-TZVPD basis set
C -0.41861 -1.89448 -0.30418
C -0.38595 1.90553 0.20113
N -0.10412 0.66866 0.06359
C 0.98547 -0.08716 0.11169
O 0.74462 -1.39434 -0.08801
H -0.45634 -2.96322 -0.44114
H -1.26843 -1.22477 -0.33077
H -1.43787 2.16775 0.09007
H 0.31516 2.71571 0.41889
H 2.03765 0.11560 0.27698
```

Results of the Löwdin charge analysis, in e, for atoms 1 through 4: -0.03, -0.05, -0.04, -0.20

---

(8)
# C3H5NO

One molecule with the formula C3H5NO at a distorted geometry (ωB97M-V with the def2-TZVPD basis set, the OMol25 dataset).

* SMILES string: C=C[N+](=C)[O-]
* HOMO (spin up / spin down): -9.2 / -8.3 eV
* calculated total energy: -6724.01647 eV
* Kohn-Sham gap (spin up / spin down): 9.1 / 8.0 eV
* lowest unoccupied orbital energy (spin up / spin down): -0.03 / -0.31 eV
* total charge: 0

```
10
C3H5NO | the OMol25 dataset | ωB97M-V with the def2-TZVPD basis set
C -0.90894 -1.01183 -0.12779
C 0.34345 -1.05483 0.31199
N 1.34988 -0.12183 0.07420
C 1.12359 1.53621 0.02814
O 2.47586 -0.61946 -0.00611
H -1.65207 -1.74220 0.17812
H -1.15950 -0.09929 -0.59097
H 0.92718 -1.94967 0.70515
H 1.94545 2.20749 -0.10625
H 0.15529 1.97593 0.16989
```

Results of the Löwdin charge analysis, in e, for atoms 1 through 4: 0.05, -0.18, -0.28, 0.17

---

(9)
# C3H5NO

C3H5NO as an isolated structure at a distorted geometry (ωB97M-V with the def2-TZVPD basis set, the OMol25 dataset).

* HOMO (spin up / spin down): -7.8 / -6.7 eV
* calculated total energy: -6724.64890 eV
* Kohn-Sham gap (spin up / spin down): 8.5 / 6.6 eV
* lowest unoccupied orbital energy (spin up / spin down): 0.72 / -0.12 eV
* total charge: 0

```
10
C3H5NO | the OMol25 dataset | ωB97M-V with the def2-TZVPD basis set
O 2.00536 0.58451 0.12505
C 0.80834 0.19292 -0.16271
C 0.35813 1.41579 0.39046
C -1.12652 -1.17651 -0.13507
N 0.19408 -0.95491 -0.39837
H 0.48822 1.59982 1.45277
H 0.03991 2.24661 -0.23720
H -1.59724 -0.52696 0.58921
H -1.69633 -1.75290 -0.85221
H 0.74052 -1.68763 -0.83872
```

Results of the Löwdin charge analysis, in e, for atoms 1 through 4: 0.02, -0.51, 0.07, 0.01

---

(10)
# C3H5NO

One molecule with the formula C3H5NO at a distorted geometry (ωB97M-V with the def2-TZVPD basis set, the OMol25 dataset).

* SMILES string: COCC#N
* HOMO: -10.5 eV
* calculated total energy: -6728.28762 eV
* Kohn-Sham gap: 11.3 eV
* lowest unoccupied orbital energy: 0.80 eV
* total charge: 0

```
10
C3H5NO | the OMol25 dataset | ωB97M-V with the def2-TZVPD basis set
C -0.11880 -1.19402 0.59518
O -0.56528 -0.63972 -0.62928
C -0.26471 0.70849 -0.89468
C 0.60739 1.34908 0.10722
N 1.28907 1.79737 0.92617
H -0.20542 -2.27624 0.48072
H -0.72415 -0.86424 1.45209
H 0.92988 -0.94547 0.79755
H -1.18755 1.29864 -0.96798
H 0.23957 0.76609 -1.86700
```

Results of the Löwdin charge analysis, in e, for atoms 1 through 4: -0.11, -0.18, -0.20, -0.20